(1)
DFT (wB97M-V/def2-TZVPD) results for a molecular structure, C37H32AuCl4IN3O2P2S.

Charge   +1
Energy relative to the best compared isomer or geometry (same formula, charge and spin)   0.000 eV
HOMO-LUMO gap   0.1778 hartree

Last column: Löwdin charge in e.
Cartesian coordinates (Å):
Au -0.341 -0.608 0.352  0.709
Cl -3.842 2.960 -5.036  0.772
C -3.309 1.861 -3.857  -0.675
C -3.449 0.397 -4.168  -0.656
Cl -4.171 -0.005 -5.643  0.794
C -3.021 -0.571 -3.331  -0.626
Cl -3.143 -2.241 -3.671  0.781
C -2.394 -0.203 -2.068  -0.282
O -1.940 -1.027 -1.283  -0.043
C -2.329 1.302 -1.688  -0.310
O -1.903 1.586 -0.589  0.050
C -2.791 2.288 -2.694  -0.633
Cl -2.613 3.921 -2.263  0.797
C 4.625 3.117 6.268  -0.421
S 2.968 3.760 5.970  0.813
C 2.322 2.411 4.952  -0.531
C 1.070 2.855 4.210  -0.258
C 0.561 1.789 3.246  -0.281
N 1.564 1.370 2.203  -0.412
P 1.404 -0.296 1.796  0.845
C 3.016 -0.763 1.132  -0.352
C 4.189 -0.312 1.734  -0.112
C 5.417 -0.730 1.253  -0.069
C 5.482 -1.589 0.162  -0.069
C 4.318 -2.020 -0.455  -0.064
C 3.084 -1.608 0.030  -0.100
C 1.252 -1.258 3.316  -0.354
C 0.163 -2.116 3.443  -0.112
C 0.031 -2.921 4.567  -0.062
C 0.984 -2.863 5.571  -0.059
C 2.070 -2.002 5.453  -0.058
C 2.210 -1.208 4.329  -0.080
P 1.220 2.319 0.712  1.041
C 1.960 3.928 1.164  -0.374
C 1.265 5.057 0.744  -0.102
C 1.749 6.331 1.021  -0.073
C 2.926 6.480 1.735  -0.069
C 3.622 5.358 2.173  -0.066
C 3.144 4.093 1.885  -0.114
C 2.442 1.730 -0.522  -0.380
C 3.832 1.749 -0.408  -0.091
C 4.630 1.305 -1.446  -0.067
C 4.055 0.848 -2.628  -0.071
C 2.678 0.835 -2.765  -0.078
C 1.883 1.272 -1.712  -0.137
H 5.137 3.826 6.916  0.031
H 5.183 3.026 5.336  0.029
H 4.591 2.152 6.773  0.035
H 2.100 1.547 5.584  0.077
H 3.095 2.123 4.236  0.047
H 1.261 3.795 3.699  0.084
H 0.265 3.047 4.925  0.120
H -0.360 2.130 2.756  0.100
H 0.296 0.911 3.834  0.095
H 4.141 0.397 2.552  0.094
H 6.328 -0.380 1.723  0.113
H 6.444 -1.911 -0.214  0.112
H 4.368 -2.671 -1.318  0.113
H 2.172 -1.935 -0.458  0.075
H -0.582 -2.159 2.657  0.066
H -0.816 -3.588 4.657  0.112
H 0.885 -3.489 6.447  0.112
H 2.812 -1.955 6.239  0.112
H 3.060 -0.543 4.251  0.095
H 0.334 4.937 0.204  0.092
H 1.199 7.202 0.691  0.106
H 3.297 7.469 1.967  0.108
H 4.529 5.474 2.751  0.109
H 3.669 3.226 2.267  0.089
H 4.299 2.098 0.502  0.095
H 5.707 1.317 -1.339  0.114
H 4.685 0.508 -3.440  0.110
H 2.224 0.487 -3.683  0.104
H 0.802 1.262 -1.816  0.066
I 0.527 -7.315 1.052  0.887
C -0.109 -5.513 0.307  -0.787
C -1.198 -5.273 -0.497  -0.142
N -1.221 -3.946 -0.721  -0.017
N -0.212 -3.300 -0.111  -0.021
C 0.467 -4.248 0.516  -0.221
H -1.936 -5.940 -0.910  0.122
H -1.878 -3.412 -1.264  0.101
H 1.346 -4.001 1.092  0.103

(2)
DFT (wB97M-V/def2-TZVPD) results for 13 unconnected molecules or ions with the total composition H26O13.

Energy relative to the best compared isomer or geometry (same formula, charge and spin)   2.885 eV
HOMO-LUMO gap   0.3950 hartree

Last column: Löwdin charge in e.
Cartesian coordinates (Å):
O 1.508 -3.060 -1.847  -0.005
H 1.537 -3.277 -2.728  -0.002
H 1.250 -2.159 -1.758  -0.018
O 1.147 2.261 -1.087  -0.008
H 1.061 2.873 -1.787  0.042
H 1.222 2.755 -0.289  0.047
O 1.135 -0.005 3.166  -0.076
H 0.888 0.116 2.214  0.015
H 2.098 -0.054 3.218  0.052
O -1.798 -2.129 2.369  -0.049
H -1.986 -1.308 2.834  0.039
H -1.777 -2.925 2.901  0.034
O -0.069 0.170 0.557  -0.006
H 0.515 0.248 -0.169  0.002
H -0.505 -0.654 0.434  0.042
O -1.651 2.324 0.535  -0.084
H -1.184 2.971 1.134  0.075
H -0.979 1.647 0.432  -0.041
O -1.555 1.063 -2.594  -0.009
H -1.555 0.993 -1.676  -0.047
H -2.465 0.941 -2.843  0.040
O -3.514 0.268 0.219  -0.057
H -2.707 0.789 0.224  -0.031
H -4.267 0.859 0.098  0.044
O -1.431 -1.709 -1.508  0.018
H -2.228 -1.586 -1.928  0.002
H -1.386 -2.628 -1.498  0.018
O 1.807 1.025 -3.553  -0.059
H 1.409 0.735 -2.718  -0.004
H 2.394 1.768 -3.410  0.027
O -0.566 2.122 3.569  -0.017
H -1.002 1.813 4.317  0.004
H 0.001 1.448 3.257  -0.048
O 2.571 -2.054 1.383  0.000
H 2.166 -1.686 0.651  -0.057
H 2.045 -2.827 1.353  0.033
O 2.270 -0.598 -1.152  -0.024
H 2.612 0.078 -0.575  0.066
H 2.979 -0.618 -1.733  0.043

(3)
DFT (wB97M-V/def2-TZVPD) results for a single C20H19BClFN2O5 molecule.

SMILES   O=C(NCc1cc(F)cc(Cl)c1)[C@]1(O)CCN(c2ccc3c(c2)CCOB3O)C1=O
Energy relative to the best compared isomer or geometry (same formula, charge and spin)   0.000 eV
HOMO-LUMO gap   0.3436 hartree

Last column: Löwdin charge in e.
Cartesian coordinates (Å):
O -2.561 3.294 -2.275  0.111
C -1.591 3.001 -1.603  -0.388
N -0.645 2.015 -1.910  0.080
C -0.920 1.163 -3.041  -0.120
C -0.423 -0.265 -2.802  -0.198
C -0.794 -1.019 -1.741  0.029
C -0.655 -2.417 -1.775  -0.229
F -1.025 -3.191 -0.726  0.071
C 0.013 -3.040 -2.821  -0.028
C 0.490 -2.201 -3.841  -0.612
Cl 1.410 -3.048 -5.099  0.645
C 0.207 -0.874 -3.870  -0.075
C -1.363 3.675 -0.242  -0.292
O -2.145 4.898 -0.067  0.043
C 0.156 4.026 0.031  -0.033
C 0.586 2.960 1.080  -0.137
N -0.526 2.068 1.357  0.029
C -0.289 0.780 1.944  -0.159
C -1.297 -0.135 2.131  -0.005
C -1.070 -1.469 2.491  0.044
C 0.262 -1.956 2.596  -0.037
C 1.288 -1.073 2.439  -0.222
C 0.987 0.235 2.169  0.022
C 2.632 -1.613 2.392  -0.134
C 2.665 -2.934 1.739  -0.197
O 1.835 -3.923 2.281  0.112
B 0.598 -3.422 2.618  -0.612
O -0.421 -4.334 2.880  0.175
C -1.695 2.548 0.753  -0.349
O -2.827 2.145 0.877  0.126
H -0.116 1.534 -1.092  0.175
H -1.969 1.237 -3.215  0.122
H -0.479 1.624 -3.881  0.112
H -1.535 -0.604 -1.044  0.141
H 0.209 -4.090 -2.964  0.109
H 0.393 -0.286 -4.762  0.121
H -2.974 4.807 -0.484  0.069
H 0.147 5.063 0.401  0.127
H 0.708 3.962 -0.900  0.109
H 1.422 2.358 0.613  0.127
H 0.995 3.349 2.000  0.121
H -2.269 0.214 1.843  0.098
H -1.798 -2.208 2.752  0.114
H 1.835 0.951 2.269  0.126
H 3.117 -1.643 3.404  0.156
H 3.239 -0.924 1.763  0.143
H 3.621 -3.381 1.836  0.122
H 2.402 -2.769 0.671  0.151
H 0.169 -5.087 2.824  0.097

(4)
DFT (wB97M-V/def2-TZVPD) results for a molecular structure, C24H31N5O3Pd.

Charge   -2
HOMO-LUMO gap   0.1595 hartree

Last column: Löwdin charge in e.
Cartesian coordinates (Å):
Pd -0.749 0.046 -0.308  0.234
C -1.826 -2.526 -2.063  -0.120
N -0.448 -2.350 -1.661  -0.258
C -0.059 -3.245 -0.599  -0.126
C 0.446 -2.295 -2.782  -0.210
C 0.766 -3.463 -3.450  -0.074
C 1.549 -3.488 -4.603  -0.157
C 1.974 -2.263 -5.099  -0.154
C 1.676 -1.079 -4.447  -0.062
C 0.927 -1.023 -3.236  -0.235
N 0.568 0.095 -2.575  0.049
C 1.212 1.284 -2.727  -0.244
C 2.567 1.473 -3.072  -0.062
C 3.165 2.726 -3.106  -0.151
C 2.442 3.867 -2.804  -0.157
C 1.102 3.718 -2.439  -0.068
C 0.491 2.475 -2.380  -0.205
N -0.829 2.321 -1.910  -0.243
C -1.377 3.366 -1.088  -0.134
C -1.790 1.840 -2.882  -0.109
H -2.033 -3.555 -2.423  0.070
H -2.055 -1.827 -2.868  0.080
H -2.481 -2.296 -1.220  0.067
H -0.147 -4.316 -0.873  0.062
H -0.691 -3.052 0.270  0.067
H 0.970 -3.038 -0.308  0.087
H 0.370 -4.391 -3.046  0.092
H 1.793 -4.419 -5.101  0.067
H 2.550 -2.218 -6.020  0.080
H 2.002 -0.149 -4.892  0.084
H 3.180 0.599 -3.244  0.092
H 4.220 2.795 -3.354  0.079
H 2.901 4.849 -2.830  0.070
H 0.518 4.592 -2.175  0.084
H -1.716 4.246 -1.674  0.069
H -0.636 3.694 -0.360  0.082
H -2.230 2.960 -0.542  0.075
H -2.138 2.663 -3.538  0.072
H -2.647 1.411 -2.356  0.071
H -1.337 1.056 -3.483  0.068
C -0.280 -2.621 4.588  -0.081
C 0.368 -1.356 5.133  -0.191
C -0.202 -0.070 4.514  -0.324
C 0.532 1.153 5.087  -0.189
C 0.052 2.471 4.495  -0.081
C -1.659 0.029 4.910  -0.467
O -2.032 0.070 6.079  0.032
N -2.521 0.064 3.877  0.194
C -2.214 0.090 2.476  -0.558
O -3.194 0.192 1.754  -0.009
N -0.930 -0.007 2.067  0.104
C 0.056 -0.108 2.986  -0.499
O 1.241 -0.233 2.682  0.013
H 0.160 -3.515 5.039  0.064
H -0.150 -2.692 3.507  0.077
H -1.353 -2.642 4.798  0.074
H 1.437 -1.358 4.911  0.112
H 0.233 -1.293 6.216  0.111
H 1.591 1.007 4.868  0.113
H 0.394 1.148 6.172  0.111
H 0.181 2.485 3.411  0.081
H 0.608 3.314 4.911  0.064
H -1.008 2.640 4.706  0.075
H -3.505 0.151 4.080  0.144